# 1
DFT (wB97M-V/def2-TZVPD) results for 8 unconnected molecules or ions with the total composition C19H43BrN7O11PS2 at a distorted geometry.

Values from the calculation:
* molar mass: 720.603 g/mol
* SMILES: O=C1O[C@H]([PH2]=S)[C@H](C[SH](=O)=O)[C@@H]1Br.CC(N)=O.CC(N)=O.CC(N)=O.CC(N)=O.CC(N)=O.CC(N)=O.CC(N)=O
* F_max: 1.7 eV/A
* E_tot: -5672.59497 Ha
* spin multiplicity: 1

Geometry (Å):
O 5.89356 -1.61858 1.36624
C 5.58148 -0.75168 0.59046
O 6.43813 0.11116 -0.04665
C 5.83017 1.41628 0.21551
P 6.18307 1.77516 2.01603
S 6.72191 3.63028 2.28527
C 4.35055 1.18858 -0.15845
C 3.49868 2.33188 0.44485
S 2.33229 2.07994 1.74389
O 2.94869 1.55540 2.93487
O 1.61642 3.32068 1.87758
C 4.21328 -0.33166 0.07032
Br 2.77820 -1.16156 1.05365
H 6.35630 2.14868 -0.37081
H 7.22172 0.88625 2.31905
H 5.08806 1.34519 2.78482
H 4.29257 1.31316 -1.22795
H 4.16139 3.10973 0.81111
H 2.95051 2.80147 -0.35510
H 1.44206 1.17818 1.27967
H 4.14058 -0.78579 -0.90306
C -2.34240 1.30681 -1.15311
C -1.48539 0.58991 -0.14717
N -2.08604 -0.41101 0.53025
O -0.31713 0.89037 0.07560
H -1.90344 1.20342 -2.14472
H -2.37415 2.35790 -0.87226
H -3.35646 0.91308 -1.18043
H -3.04644 -0.68328 0.39925
H -1.54382 -0.89608 1.22388
C -1.51499 4.00479 2.67585
C -2.78072 4.24365 1.88946
N -3.68292 5.09935 2.43909
O -2.98904 3.70357 0.81859
H -0.65657 4.29078 2.07063
H -1.43598 2.94347 2.90244
H -1.49228 4.56695 3.60879
H -3.53446 5.55891 3.31602
H -4.53194 5.27664 1.93165
C -4.34512 -0.82103 3.94511
C -5.18650 -1.00259 2.70460
N -6.50734 -0.77804 2.83359
O -4.69986 -1.34163 1.63082
H -3.59360 -0.05786 3.75007
H -3.84214 -1.75893 4.17535
H -4.93702 -0.51995 4.80756
H -6.92709 -0.50110 3.69976
H -7.09400 -0.90786 2.01760
C -7.95959 -4.95769 0.43422
C -7.14170 -3.78843 0.92805
N -6.00454 -4.09225 1.60222
O -7.47770 -2.63319 0.73758
H -8.05010 -4.89236 -0.64801
H -8.95316 -4.90298 0.87408
H -7.51247 -5.91652 0.69278
H -5.70696 -5.03188 1.77753
H -5.44494 -3.32362 1.94187
C 1.15025 4.95251 -3.61647
C 1.33471 3.83211 -2.62286
N 0.21037 3.21906 -2.19427
O 2.43715 3.50474 -2.21421
H 1.69642 4.71056 -4.52596
H 1.55853 5.86788 -3.19329
H 0.10337 5.11647 -3.86697
H -0.70231 3.48604 -2.50624
H 0.29334 2.48765 -1.50057
C -0.56004 -2.91745 -1.79865
C 0.93349 -3.08599 -1.90989
N 1.44320 -4.24238 -1.41601
O 1.65046 -2.23576 -2.41112
H -0.97572 -2.79118 -2.79630
H -0.77087 -2.02449 -1.21233
H -1.03986 -3.77234 -1.32399
H 0.87637 -4.95479 -0.99916
H 2.43701 -4.38385 -1.46989
C 5.91650 -3.37743 -2.89342
C 5.30106 -3.40073 -4.27582
N 3.96770 -3.15355 -4.32610
O 5.95736 -3.62427 -5.27419
H 6.69319 -2.61579 -2.86534
H 6.36771 -4.34653 -2.69070
H 5.18287 -3.16008 -2.11544
H 3.40628 -2.96385 -3.51238
H 3.52509 -3.15618 -5.22795

***

# 2
DFT (wB97M-V/def2-TZVPD) results for a molecular structure, C19H43Cl2F3P2Yb at a distorted geometry.

Values from the calculation:
* molar mass: 634.441 g/mol
* F_max: 2.4 eV/A
* net charge: -1
* E_tot: -3811.18049 Ha
* spin multiplicity: 2

Geometry (Å):
Yb 1.83137 -1.29379 0.44297
Cl 1.00731 -0.25875 -1.67415
P -0.32955 -2.98132 -0.39822
C 0.84870 -4.03026 -1.42004
C -0.57072 -3.97758 1.16652
C -1.88533 -2.95884 -1.38382
C 2.28365 -3.48311 -1.29798
H 0.48823 -3.84364 -2.44942
C 0.78438 -5.53586 -1.13741
H 1.15028 -5.78503 -0.13390
H 1.42830 -6.04873 -1.86324
H -0.22686 -5.94583 -1.24951
H 2.34929 -2.43800 -1.65758
H 2.95032 -4.07408 -1.93863
H 2.69254 -3.56364 -0.26770
H -1.54347 -2.54891 -2.35447
C -2.89970 -1.97633 -0.77864
C -2.46835 -4.35364 -1.60639
H -1.84497 -4.95761 -2.27288
H -3.45291 -4.24857 -2.07838
H -2.60419 -4.90252 -0.66593
H -2.41102 -1.06104 -0.42058
H -3.45457 -2.42368 0.05357
H -3.62415 -1.69813 -1.55320
C 0.68841 -3.89895 2.05340
H -0.72533 -5.01427 0.82790
C -1.80475 -3.50233 1.93887
H 1.58516 -4.34335 1.59731
H 0.48562 -4.45037 2.98472
H 0.90514 -2.85445 2.36210
H -1.74226 -2.42472 2.14263
H -1.83566 -4.02341 2.90515
H -2.74014 -3.72107 1.40956
Cl 0.41986 -0.21126 2.16638
H -0.22841 2.07573 -0.02087
P 0.21986 3.38877 -0.25722
C -0.68704 3.91888 -1.73398
C -0.17568 4.23439 1.30317
C 1.97728 3.08684 -0.64179
C -1.92233 3.03110 -1.94628
H 0.03082 3.72367 -2.55268
C -1.04110 5.40760 -1.75368
H -1.67067 5.68541 -0.89843
H -1.61340 5.61346 -2.66883
H -0.14977 6.04209 -1.76601
H -1.65639 1.96930 -2.00205
H -2.41617 3.30551 -2.88772
H -2.64716 3.17897 -1.13298
H 1.90566 2.55204 -1.60791
C 2.66801 2.13446 0.36129
C 2.74441 4.39144 -0.85173
H 2.34288 4.97271 -1.69138
H 3.78972 4.14750 -1.08333
H 2.73565 5.02438 0.04466
H 1.95565 1.45470 0.86090
H 3.19966 2.69304 1.14607
H 3.41564 1.51816 -0.16357
C -1.62757 3.95839 1.72556
H -0.06130 5.30166 1.03718
C 0.78527 3.88345 2.44628
H -2.35896 4.34424 1.00403
H -1.82288 4.46726 2.67918
H -1.79325 2.88240 1.87862
H 0.80156 2.80052 2.63842
H 0.43555 4.38236 3.35944
H 1.80672 4.23768 2.25931
F 4.28230 -2.37806 2.67027
C 3.95889 -1.18724 2.05121
F 3.91724 -0.25870 3.06760
F 5.08378 -0.84684 1.31092

***

# 3
DFT (wB97M-V/def2-TZVPD) results for 7 unconnected molecules or ions with the total composition C19H43N5O13S2 at a distorted geometry.

Values from the calculation:
* energy above the lowest of the compared OMol25 structures with the same formula, charge and spin: 240.9 kJ/mol
* molar mass: 613.709 g/mol
* SMILES: O=S1(=O)OCCO1.O=S1(=O)OCCO1.CNC(C)=O.CNC(C)=O.CNC(C)=O.CNC(C)=O.CNC(C)=O
* F_max: 5.8 eV/A
* spin multiplicity: 1

Geometry (Å):
O 5.76315 -1.21627 -2.75970
S 5.29216 -2.50968 -2.22863
O 5.94482 -3.82243 -2.47039
O 5.11935 -2.28611 -0.56244
C 3.77422 -2.76093 -0.18710
C 3.10011 -3.37689 -1.44297
O 3.61994 -2.53491 -2.35527
H 3.83821 -3.50707 0.60491
H 3.15051 -1.93373 0.15177
H 2.03066 -3.17625 -1.50709
H 3.19391 -4.45733 -1.55230
O -1.02029 4.22334 -0.83343
S -0.48051 4.45560 -2.17691
O 0.31383 5.68230 -2.41059
O 0.41883 3.16880 -2.76943
C -0.16121 2.55395 -3.90170
C -1.16914 3.61873 -4.43857
O -1.68831 4.31939 -3.30520
H 0.66540 2.40539 -4.59650
H -0.66161 1.59988 -3.73597
H -2.02594 3.15175 -4.92429
H -0.71921 4.35079 -5.10922
C 1.07551 -1.36380 -3.79491
N 1.93326 -0.43671 -4.51077
C 2.30964 -0.55875 -5.78257
C 3.52909 0.23640 -6.36404
O 1.77906 -1.34886 -6.53504
H 1.34171 -1.43377 -2.74024
H 1.21856 -2.38217 -4.15624
H 0.01434 -1.13074 -3.70720
H 2.25024 0.38169 -4.01095
H 4.50705 -0.17867 -6.12030
H 3.48761 1.24877 -5.96219
H 3.41868 0.44006 -7.42913
C -3.48406 -0.17239 3.34864
N -3.62309 1.23273 3.63586
C -4.82061 1.83689 3.77503
C -6.05310 1.04798 3.94108
O -4.86478 3.01687 3.94978
H -2.54373 -0.54579 2.94311
H -4.27035 -0.69852 2.80732
H -3.51997 -0.70293 4.30013
H -2.83558 1.86509 3.64275
H -5.97309 0.33917 4.76526
H -6.14998 0.57598 2.96337
H -6.95200 1.64061 4.11099
C 1.36310 2.92155 5.12374
N 0.60757 3.83424 4.40394
C -0.46680 3.44994 3.65984
C -1.13847 4.66272 2.99879
O -0.92955 2.27679 3.53189
H 2.22216 2.70846 4.48758
H 0.82361 2.06093 5.51918
H 1.92453 3.41537 5.91686
H 0.89572 4.78346 4.21407
H -0.98108 4.68451 1.92043
H -0.78184 5.64308 3.31473
H -2.22453 4.66160 3.09143
C 0.57802 -1.02480 2.83999
N -0.01264 -0.16972 1.78589
C 0.18181 -0.37586 0.51066
C -0.33937 0.68320 -0.45202
O 0.84308 -1.29957 0.10726
H -0.14304 -1.83336 2.96001
H 0.61570 -0.47397 3.77980
H 1.60593 -1.28830 2.59082
H -0.48090 0.69415 2.01951
H -0.55762 1.64769 0.00650
H -1.30699 0.41324 -0.87502
H 0.36701 0.94811 -1.23875
C -1.95944 -3.44170 -0.09671
N -1.27669 -3.61058 1.18333
C -0.42278 -4.61667 1.51197
C -0.42524 -5.92934 0.66100
O 0.32652 -4.62158 2.50431
H -2.46979 -4.40209 -0.16945
H -1.36202 -3.13890 -0.95665
H -2.78283 -2.74679 -0.26171
H -1.24273 -2.77476 1.74932
H 0.22399 -5.66195 -0.17273
H -1.41032 -6.10995 0.23076
H 0.06285 -6.82678 1.04107

***

Question: Which value of spin multiplicity does entry 1 give?
Answer: 1